A cluster of 2 separate species, C3H5NO in total, computed with ωB97M-V/def2-TZVPD.

Geometry as XYZ:
```
10
Properties=species:S:1:pos:R:3:forces:R:3
C 0.4571 0.0648 0.2933 -0.873 1.097 0.497
C -0.4193 -0.7315 -0.3254 1.460 0.686 0.972
O -0.0148 -1.9000 -0.8841 0.628 -1.570 -0.950
H 0.2315 1.0239 0.8477 0.036 -1.391 -0.986
H 1.4769 -0.2635 0.2581 0.561 0.086 0.205
H -1.4891 -0.5227 -0.3763 0.392 -0.411 -0.242
H 0.9634 -2.1723 -0.8863 -2.151 1.474 0.477
C -3.9696 1.0487 0.4865 -2.660 -1.335 2.261
N -2.9956 1.4231 0.0422 1.125 0.560 -0.822
H -4.8319 0.6469 1.1042 1.482 0.804 -1.412
```
Positions in Å, forces in eV/Å.

* energy: -6727.4519 eV
* relative energy (zero: lowest compared OMol25 entry of this formula, charge and spin): 48.9 kcal per mole
* frontier orbital gap: 0.3538 Ha

Atomic partial charges in e from the Mulliken method, atoms 1 to 8:
1. C -0.820
2. C 0.340
3. O -0.518
4. H 0.240
5. H 0.193
6. H 0.240
7. H 0.317
8. C 0.124



A cluster of 2 separate species, C3H8N4 in total, computed with ωB97M-V/def2-TZVPD.

Geometry as XYZ:
```
15
Properties=species:S:1:pos:R:3:forces:R:3
H -0.9533 1.6081 -1.6729 -0.072 -0.240 0.178
N -0.7261 2.2044 -0.8750 0.097 0.503 -0.486
C -1.0260 1.6930 0.2301 0.598 -0.013 0.420
C -1.6147 0.3494 0.4329 -1.134 -0.279 -0.646
N -1.6376 -0.4632 -0.5428 -0.127 0.148 0.139
H -2.1525 -1.3261 -0.3868 0.003 0.062 0.354
H -0.8053 2.2587 1.1309 -0.070 0.104 0.125
H -2.1375 0.1946 1.3830 0.189 -0.202 -0.022
H 3.3632 -1.0366 0.5242 -0.183 -0.080 -0.059
N 2.5816 -0.7953 1.1358 0.776 -0.025 0.437
C 1.4580 -0.8219 0.5640 -0.646 0.572 0.091
N 1.1120 -1.1183 -0.7100 -1.115 -0.024 -0.512
H 0.5880 -0.4993 1.1572 0.277 -0.315 -0.037
H 1.8365 -1.3149 -1.3837 -0.287 0.054 -0.022
H 0.1137 -0.9327 -0.9869 1.695 -0.265 0.041
```
Positions in Å, forces in eV/Å.

* energy: -9199.6253 eV
* relative energy (zero: lowest compared OMol25 entry of this formula, charge and spin): 46.3 kcal per mole
* frontier orbital gap: 0.3144 Ha

Atomic partial charges in e from the Mulliken method, atoms 1 to 8:
1. H 0.293
2. N -0.555
3. C -0.100
4. C -0.061
5. N -0.625
6. H 0.189
7. H 0.382
8. H 0.381



A structure of composition C4H7NO, computed with ωB97M-V/def2-TZVPD.

Geometry as XYZ:
```
13
Properties=species:S:1:pos:R:3:forces:R:3
C -1.3310 1.0725 -1.1140 0.280 0.324 0.046
C -0.5541 0.0910 -0.4488 0.028 0.136 0.012
O -1.2442 -0.9960 -0.3570 -0.089 0.120 -0.110
C 0.8273 0.1574 0.0580 -0.121 0.251 -0.153
C 1.0967 -0.4821 1.3845 -0.070 0.043 0.301
N 1.6393 -1.0542 0.1747 -0.034 -0.186 -0.117
H -1.9440 -0.3134 -1.1430 0.132 -0.253 0.246
H -0.8529 1.8867 -1.6582 -0.056 -0.150 0.093
H -2.1710 1.4164 -0.5039 0.037 -0.211 -0.090
H 1.3722 1.0596 -0.2060 -0.100 -0.159 0.034
H 0.2672 -0.9826 1.8790 0.101 0.081 -0.138
H 1.8140 0.0018 2.0438 -0.120 -0.087 -0.146
H 1.0805 -1.8572 -0.1090 0.013 0.091 0.021
```
Positions in Å, forces in eV/Å.

* energy: -7795.0858 eV
* relative energy (zero: lowest compared OMol25 entry of this formula, charge and spin): 105.1 kcal per mole
* frontier orbital gap: 0.3475 Ha

Atomic partial charges in e from the Mulliken method, atoms 1 to 8:
1. C -1.372
2. C 0.774
3. O -0.559
4. C -0.030
5. C -0.440
6. N -0.596
7. H 0.455
8. H 0.276



The molecule C17H26N2OS2, computed with ωB97M-V/def2-TZVPD.

Geometry as XYZ:
```
48
Properties=species:S:1:pos:R:3:forces:R:3
C -4.3476 -2.2380 -2.0255 -0.081 -0.047 0.242
H -4.8706 -1.7860 -2.8659 -0.023 0.042 -0.142
C -5.0571 -1.9124 -0.7164 -0.123 0.145 -0.158
C -5.2702 -0.4136 -0.5035 0.264 -0.219 0.117
C -3.9608 0.3564 -0.3488 -0.482 0.195 0.031
C -4.1976 1.8184 0.0241 0.294 -0.041 -0.197
C -2.8884 2.5895 0.2003 -0.315 0.061 0.141
C -2.1347 2.2115 1.4848 -0.021 0.011 -0.209
C -0.6723 1.9058 1.2191 -0.239 -0.438 -0.243
H -0.1869 2.6842 0.6345 0.066 0.114 -0.037
H -0.1203 1.7239 2.1398 0.178 -0.150 -0.078
S -0.5938 0.3414 0.2242 1.258 1.146 0.165
O -0.9535 -0.7265 1.1779 -0.558 -0.794 0.525
C 1.1992 0.2990 0.1208 -0.110 0.181 -0.342
C 2.0246 -0.7275 0.4914 -0.576 0.454 -0.035
N 1.5725 -1.9080 1.0247 -0.049 -0.556 0.123
H 2.1548 -2.3403 1.7217 -0.030 0.035 -0.027
H 0.5855 -1.8808 1.2587 0.127 -0.051 0.122
C 3.4028 -0.4401 0.1766 0.322 0.438 -0.261
C 4.5808 -1.1831 0.3623 0.053 0.129 -0.080
C 5.7642 -0.6067 -0.0641 -0.204 -0.027 0.043
C 5.7831 0.6586 -0.6605 -0.060 -0.063 0.034
N 4.6769 1.3534 -0.8576 0.115 0.456 -0.231
C 3.5440 0.8130 -0.4563 -0.337 -0.527 0.285
S 2.0240 1.6177 -0.6863 0.034 -0.123 0.084
C 7.0640 1.2808 -1.1152 0.032 -0.026 0.009
H 6.8593 2.2559 -1.5463 0.025 0.033 -0.018
H 7.5450 0.6507 -1.8616 0.099 -0.012 -0.052
H 7.7483 1.3933 -0.2759 0.107 0.022 0.019
H 6.6946 -1.1415 0.0571 0.090 -0.085 0.022
C 4.5860 -2.5466 0.9793 0.037 -0.034 -0.024
H 3.8428 -3.1832 0.5034 -0.010 -0.084 0.035
H 5.5658 -3.0052 0.8672 0.013 -0.044 0.034
H 4.3642 -2.4848 2.0453 -0.023 -0.067 0.073
H -2.2086 3.0178 2.2181 0.030 -0.084 0.024
H -2.5839 1.3237 1.9344 -0.042 0.018 0.114
H -3.1021 3.6601 0.2060 0.090 0.024 -0.061
H -2.2544 2.3910 -0.6672 -0.008 0.089 -0.085
H -4.7856 2.2928 -0.7654 -0.093 0.008 0.024
H -4.7802 1.8766 0.9464 -0.086 0.022 0.037
H -3.4025 0.3218 -1.2858 0.116 -0.017 -0.026
H -3.3545 -0.1323 0.4147 0.093 -0.095 0.044
H -5.8372 -0.0048 -1.3439 -0.087 0.048 -0.013
H -5.8718 -0.2723 0.3984 -0.058 0.072 -0.005
H -4.4740 -2.3115 0.1163 -0.048 -0.052 0.082
H -6.0314 -2.4078 -0.7079 0.025 -0.056 0.071
H -3.3252 -1.8701 -2.0134 0.134 0.027 -0.087
H -4.3172 -3.3144 -2.1800 0.058 -0.078 -0.089
```
Positions in Å, forces in eV/Å.

* energy: -44749.3029 eV
* relative energy (zero: lowest compared OMol25 entry of this formula, charge and spin): 3.9 kcal per mole
* frontier orbital gap: 0.3085 Ha

Atomic partial charges in e from the Mulliken method, atoms 1 to 8:
1. C -1.124
2. H 0.293
3. C -0.445
4. C -0.890
5. C 0.039
6. C -1.001
7. C -0.661
8. C -0.753



A cluster of 2 separate species, C4H14N3 in total, computed with ωB97M-V/def2-TZVPD.

Geometry as XYZ:
```
21
Properties=species:S:1:pos:R:3:forces:R:3
C -2.5330 0.3315 -0.1735 1.133 -1.452 -0.749
C -0.2769 1.2044 0.7408 2.581 -0.233 -3.449
N -1.3238 1.2168 -0.1446 0.190 -2.874 5.080
N 0.0542 0.2949 1.6898 -1.136 0.801 2.494
N 0.8762 1.9034 0.3632 -2.318 0.255 0.052
H -1.1665 1.7285 -0.9170 0.518 2.292 -3.130
H -0.5062 -0.5428 1.7672 -0.261 0.268 0.400
H 0.4194 0.6989 2.6193 -0.657 -1.119 -2.077
H 0.9382 2.2595 -0.5929 0.130 0.305 0.932
H 1.6417 2.0045 1.0296 -0.344 -0.191 -0.696
H -2.4689 -0.3609 -1.0520 0.097 1.000 0.222
H -3.4918 0.8616 -0.2447 0.573 0.024 0.536
H -2.4419 -0.4401 0.6049 -0.474 0.867 0.358
C 0.7902 -2.3359 -1.3395 1.397 -4.027 -4.394
C 2.1440 -2.0001 -0.8644 0.057 -2.939 3.497
H 0.6286 -3.5369 -1.3974 0.092 2.963 0.428
H 0.1090 -1.8845 -0.7634 -3.234 1.487 1.713
H 0.7783 -2.0325 -2.4490 -0.767 -0.253 1.671
H 2.2666 -1.4011 0.0204 -0.603 0.360 0.657
H 2.6513 -1.5175 -1.5572 2.689 2.012 -3.336
H 2.6505 -2.9419 -0.6069 0.339 0.454 -0.206
```
Positions in Å, forces in eV/Å.

* energy: -8837.5987 eV
* relative energy (zero: lowest compared OMol25 entry of this formula, charge and spin): 55.9 kcal per mole
* frontier orbital gap: 0.3841 Ha
* net charge: +1

Atomic partial charges in e from the Mulliken method, atoms 1 to 8:
1. C -0.790
2. C 0.738
3. N -0.167
4. N -0.414
5. N -0.401
6. H 0.185
7. H 0.217
8. H 0.281



A cluster of 2 separate species, C6H10N2O3S2 in total, computed with ωB97M-V/def2-TZVPD.

Geometry as XYZ:
```
23
Properties=species:S:1:pos:R:3:forces:R:3
C 1.1558 1.0928 -2.4387 -0.594 0.301 -5.238
C 1.6896 1.0489 -1.1809 2.044 -0.652 4.914
C 0.0301 1.8377 -2.6698 0.313 -0.734 0.866
C 0.0064 2.3400 -0.4088 -0.082 0.855 1.204
C 0.1331 -3.4285 1.8833 1.745 -3.671 0.421
C -1.6850 -0.0338 0.7111 1.328 -2.203 -0.646
N -0.5606 2.5294 -1.6933 -1.014 0.846 0.163
N 1.0565 1.6292 -0.1501 -0.716 1.450 0.721
O -0.0898 -1.7951 -0.5336 -0.967 -0.365 0.811
O 0.8479 -0.6962 1.2930 -0.297 -1.480 -0.324
O -0.8499 -2.5448 1.7977 -3.291 4.172 -1.256
S -0.7272 3.4473 0.8278 -0.489 -0.557 -2.409
S -0.5302 -1.2748 0.7360 -0.682 1.537 -0.522
H 1.7371 0.7085 -3.3137 -0.752 0.116 0.893
H 2.4680 0.4154 -0.7722 0.087 -0.353 -0.993
H -0.4444 1.9714 -3.5956 -0.144 -0.094 -1.409
H 0.4140 -3.7061 0.8882 0.927 -0.317 -0.554
H -0.1906 -4.3892 2.3632 -0.041 1.020 -0.110
H 0.8929 -2.9655 2.4552 1.523 -0.198 0.499
H -2.5598 -0.4059 0.1914 -0.004 -0.071 -0.302
H -1.9250 0.3670 1.6609 0.083 0.339 1.063
H 0.8263 -0.1268 2.0456 -0.423 0.906 0.931
H -1.6952 3.9792 -0.0967 1.447 -0.846 1.279
```
Positions in Å, forces in eV/Å.

* energy: -37168.9906 eV
* spin multiplicity: 3
* frontier orbital gap (alpha / beta): 0.2151 / 0.2086 Ha

Atomic partial charges in e from the Mulliken method, atoms 1 to 8:
1. C -0.246
2. C -0.241
3. C -0.308
4. C 0.538
5. C -0.734
6. C -1.070
7. N -0.566
8. N -0.370